# C5H7NO

C5H7NO in the gas phase (the ωB97M-V functional and the def2-TZVPD basis, the OMol25 dataset).

Summary:
LUMO (spin up / spin down): -0.043 / -0.043 hartree
total charge: 0
highest occupied orbital energy (spin up / spin down): -8.57 / -8.57 eV
gap between HOMO and LUMO (spin up / spin down): 7.41 / 7.41 eV

Geometry as XYZ:
```
14
Properties=species:S:1:pos:R:3:forces:R:3:lowdin_charge:R:1
H -0.82888 -0.38905 -1.53891 -0.065 0.055 0.145 0.1349
H 0.11536 2.75195 0.23550 -0.064 -0.121 -0.037 0.0945
C -0.06785 1.81305 -0.28034 -0.215 -0.118 0.091 0.1423
C 1.25323 -0.76812 0.18237 -0.025 -0.119 -0.101 -0.6669
C -0.21485 -0.69466 0.49736 -0.034 -0.145 -0.045 -0.0256
H -1.55998 1.16073 1.08855 0.105 -0.058 -0.115 0.1260
C -0.96991 0.92177 0.20998 0.037 0.533 -0.005 -0.1754
H 2.40568 -2.28273 0.16098 -0.028 0.003 0.136 0.0501
N 1.54928 -1.96583 0.62155 0.131 0.219 -0.124 0.1086
O 1.82758 0.10567 -0.49900 -0.080 -0.267 0.100 -0.0471
C -1.20519 -0.40827 -0.51821 0.044 -0.161 -0.081 -0.0883
H 0.45067 1.64995 -1.21434 -0.034 -0.019 0.159 0.0867
H -0.55393 -1.06320 1.46194 0.079 0.099 -0.158 0.1378
H -2.20122 -0.83126 -0.40743 0.151 0.100 0.035 0.1224
```
Positions in Å, forces in eV/Å.

***

# C5H13N2

A 2-piece molecular cluster, C5H13N2 overall (the ωB97M-V functional and the def2-TZVPD basis, the OMol25 dataset).

Summary:
LUMO: -0.176 hartree
total charge: +1
highest occupied orbital energy: -13.80 eV
gap between HOMO and LUMO: 9.01 eV

Geometry as XYZ:
```
20
Properties=species:S:1:pos:R:3:forces:R:3:lowdin_charge:R:1
H 1.63547 2.87671 -0.58000 -0.266 -1.060 -0.070 0.0913
H 2.13226 -0.90473 0.02784 -0.427 -0.313 -0.801 0.1261
N 0.37790 -1.91472 -0.09259 0.458 1.268 -0.611 -0.0158
H -2.40918 1.82724 1.29584 0.253 -0.441 -0.125 0.0938
H -2.51435 -0.04756 1.16999 0.210 0.250 0.310 0.0640
H -0.60260 2.82633 0.24382 -0.085 -0.352 0.306 0.1096
C 1.41417 -1.40665 -0.64913 -0.474 -0.047 1.102 0.1591
H -0.57826 -2.58541 -1.83681 -0.178 -0.014 0.570 0.1140
H -0.80738 -3.53922 -0.33472 -0.051 -0.983 0.092 0.0925
C 1.24155 1.85183 -0.34582 -0.591 1.185 0.930 -0.0986
N -0.65034 0.75812 0.84051 -1.719 0.453 0.355 -0.0653
H 0.40102 2.38814 1.64560 0.134 -0.084 -0.284 0.1187
C 0.04717 2.04244 0.66588 0.829 -0.164 -1.053 -0.2743
H 0.20255 -1.62260 0.86179 0.166 -0.140 0.413 0.1494
H 1.51368 -1.43960 -1.72823 0.266 -0.226 0.082 0.1295
H 2.03584 1.31581 0.16891 0.174 -0.116 -0.166 0.0432
C -0.74145 -2.56059 -0.74644 -1.349 0.867 -0.453 -0.0071
H 0.92980 1.32680 -1.26984 0.088 0.396 0.467 0.0680
H -1.73046 -2.05037 -0.47505 1.603 -0.372 -0.482 0.1298
C -1.89738 0.85805 1.13844 0.960 -0.109 -0.582 -0.0279
```
Positions in Å, forces in eV/Å.

***

# C6H10O

A 2-piece molecular cluster, C6H10O overall (the ωB97M-V functional and the def2-TZVPD basis, the OMol25 dataset).

Summary:
LUMO: 0.010 hartree
total charge: 0
highest occupied orbital energy: -8.16 eV
SMILES: C=C/C=C/C=C.O
gap between HOMO and LUMO: 8.42 eV

Geometry as XYZ:
```
17
Properties=species:S:1:pos:R:3:forces:R:3:lowdin_charge:R:1
C -0.84336 0.45032 1.82912 -0.885 0.129 -0.241 -0.0014
H 0.17010 -2.64408 -0.59704 0.054 -0.117 -0.244 0.1025
C -0.33035 -0.48851 1.00820 1.345 1.479 1.073 -0.2114
C -1.13267 -2.17247 -2.35274 0.766 0.530 1.189 -0.1753
H -1.28665 -3.22819 -2.53199 -0.222 0.084 -0.620 0.0909
H 3.28362 4.55427 3.23555 0.937 -0.367 -0.103 0.0451
C -1.35802 -1.15082 -3.18405 0.070 -1.195 -0.354 0.0058
C -0.69697 -0.73792 -0.35699 -1.751 -1.908 -0.538 -0.1419
H 4.60902 4.16634 2.48003 -0.472 0.091 0.486 0.0377
H -1.08164 -0.16117 -2.86555 0.012 0.229 -0.194 0.0550
H 0.59795 -0.86986 1.43765 -0.508 -1.360 -0.121 0.1034
H -1.66052 -0.30997 -0.64928 0.544 0.878 -0.187 0.1138
C -0.50294 -1.91122 -1.03259 0.302 1.430 0.430 -0.1025
H -1.69868 -1.33173 -4.20052 -0.216 0.241 0.237 0.0559
O 4.17699 4.16724 3.35232 -0.466 0.274 -0.383 -0.0829
H -1.40935 1.33027 1.51717 -0.520 -0.641 -0.321 0.0549
H -0.83654 0.33749 2.91070 1.009 0.223 -0.111 0.0504
```
Positions in Å, forces in eV/Å.

***

# C8H10

C8H10 in the gas phase (the ωB97M-V functional and the def2-TZVPD basis, the OMol25 dataset).

Summary:
LUMO: 0.040 hartree
total charge: 0
highest occupied orbital energy: -8.48 eV
SMILES: C=C1C[C@@H]2[C@@H]3[C@H]1[C@@]32C
gap between HOMO and LUMO: 9.56 eV

Geometry as XYZ:
```
18
Properties=species:S:1:pos:R:3:forces:R:3:lowdin_charge:R:1
H -2.57285 -1.41119 -0.97442 0.746 0.039 0.345 0.0655
H -1.25731 1.73147 1.39278 1.210 -1.400 -1.686 0.1685
H -2.61978 0.02861 -1.95994 0.821 -0.271 2.706 0.1131
H 1.14666 2.02509 -0.32408 -0.109 -0.365 1.546 0.1269
H 0.56938 -1.92057 -0.28687 -1.425 0.624 0.467 0.1585
C -0.58402 1.01198 0.77303 2.677 0.005 0.453 -0.1036
C -0.63898 -0.45131 1.09544 1.403 1.037 -0.232 -0.1565
C 2.57393 -0.53999 -0.61020 2.631 4.223 0.443 0.0264
C 1.02711 1.25886 0.52389 0.148 2.640 -1.426 -0.0914
H 1.74172 1.52756 1.37699 -1.450 -0.265 -0.896 0.1324
C 0.29840 -0.89307 0.05655 -0.539 0.046 -2.265 -0.1339
H -0.83544 -0.81184 2.04968 -1.254 -1.134 0.998 0.1234
H -3.19562 -0.04871 -0.18362 0.388 0.549 0.038 0.0654
C -2.36282 -0.33970 -0.82980 -0.745 0.088 -3.342 -0.0657
H 2.80948 -1.41568 -1.22646 -0.548 0.194 0.778 0.0587
C -0.97341 -0.01741 -0.29402 -2.581 -1.234 1.525 -0.2234
H 3.43493 0.26203 -0.41149 -1.192 -2.098 -1.085 0.0964
C 1.43863 0.00389 -0.16746 -0.183 -2.676 1.634 -0.3607
```
Positions in Å, forces in eV/Å.

***

Relative energy (zero: lowest compared OMol25 entry of this formula, charge and spin) (kcal per mole)
89.8 69.5 58.0 117.6
Max |F| (hartree/bohr)
0.010 0.035 0.051 0.097